[1]
Here is 6 unconnected molecules or ions with the total composition C21H48O12S3 in a non-equilibrium geometry from the Open Molecules 2025 dataset. Energies are from ωB97M-V/def2-TZVPD.

**SMILES**: CCOS(C)(=O)=O.CCOS(C)(=O)=O.CCOS(C)(=O)=O.C1CCOC1.C1CCOC1.C1CCOC1
**Molar mass**: 588.80 g mol⁻¹
**LUMO level**: 0.22 eV
**Electronic energy**: -2926.15170 hartree

Atoms and positions in Å:
C -26.0973 -41.8015 8.5246
C -24.6344 -41.7907 7.9477
C -23.7112 -41.8922 9.1225
O -24.5004 -42.5796 10.0165
C -25.8785 -42.1427 9.9701
H -26.7180 -42.5701 8.0640
H -26.6293 -40.8520 8.4653
H -24.4515 -40.8587 7.4129
H -24.5084 -42.6895 7.3441
H -23.4143 -40.8779 9.3892
H -22.8086 -42.4858 8.9774
H -25.9840 -41.2700 10.6147
H -26.4665 -42.9652 10.3774
C -17.4752 -39.3926 11.8112
C -15.9642 -39.6718 11.5419
C -15.2453 -38.3658 10.9840
O -16.4531 -37.5004 10.9257
C -17.4669 -37.8180 11.8438
H -17.9615 -39.6525 12.7514
H -18.0458 -39.6160 10.9097
H -15.8804 -40.5613 10.9176
H -15.4794 -40.0219 12.4533
H -14.7331 -38.5740 10.0447
H -14.5666 -37.9493 11.7283
H -18.3903 -37.3625 11.4862
H -17.1910 -37.3039 12.7645
C -16.2566 -39.8875 4.3265
C -15.8722 -39.1432 5.5850
C -16.7838 -39.8323 6.6973
O -17.9501 -40.1282 5.9332
C -17.6249 -40.5662 4.5886
H -15.4388 -40.5793 4.1250
H -16.3443 -39.1390 3.5390
H -16.1287 -38.0846 5.5433
H -14.8171 -38.9933 5.8142
H -17.1871 -39.1448 7.4408
H -16.3420 -40.6814 7.2188
H -18.4275 -40.2929 3.9036
H -17.5195 -41.6488 4.5176
O -24.9491 -28.5999 5.5516
S -23.8078 -29.3728 6.0834
O -23.9585 -30.7023 6.7270
O -22.7451 -29.4143 4.8738
C -21.6945 -30.4097 4.9202
C -20.6331 -30.0492 3.8642
C -22.9424 -28.3451 7.3874
H -22.1508 -31.3988 4.8830
H -21.1811 -30.3592 5.8804
H -19.7527 -30.6911 3.8976
H -20.2647 -29.0674 4.1614
H -20.9674 -29.7691 2.8652
H -23.6923 -27.7826 7.9435
H -22.2728 -27.5323 7.1062
H -22.4630 -28.9776 8.1346
O -23.9834 -36.5009 9.7332
S -23.3334 -35.9020 10.9036
O -22.5829 -36.6242 11.9682
O -22.2220 -34.7165 10.3384
C -22.0479 -34.6478 8.9308
C -21.0738 -35.7404 8.4400
C -24.5696 -34.7516 11.7425
H -21.4815 -33.7436 8.7079
H -22.9586 -34.5401 8.3416
H -20.0552 -35.6508 8.8175
H -20.9571 -35.6311 7.3618
H -21.5714 -36.7076 8.5111
H -24.7096 -33.9858 10.9796
H -23.9487 -34.2428 12.4799
H -25.3645 -35.4200 12.0732
O -32.6060 -35.1776 16.6178
S -32.8582 -34.2809 15.4768
O -33.8269 -34.6264 14.4689
O -33.3910 -32.7897 16.0473
C -33.9849 -32.8160 17.4248
C -34.9661 -31.6627 17.4999
C -31.2502 -33.7301 14.7391
H -33.2155 -32.7210 18.1909
H -34.4592 -33.7916 17.5315
H -35.6253 -31.8265 18.3524
H -35.6034 -31.6792 16.6158
H -34.5100 -30.6801 17.6206
H -30.8508 -34.5793 14.1846
H -30.5921 -33.4108 15.5472
H -31.6157 -32.9646 14.0546

Forces on atoms 1 to 3 (eV/Å):
0.16 -0.02 -0.27
-0.86 0.31 -1.19
-0.33 0.29 -0.57

---

[2]
Here is 8 unconnected molecules or ions with the total composition BH18O7 in a non-equilibrium geometry from the Open Molecules 2025 dataset. Energies are from ωB97M-V/def2-TZVPD.

**Energy above the lowest of the compared OMol25 structures with the same formula, charge and spin**: 1.4469 eV
**Molar mass**: 140.95 g mol⁻¹
**Net charge**: -1
**LUMO level**: 2.73 eV
**Electronic energy**: -562.30324 hartree

Atoms and positions in Å:
B -0.2107 -0.1493 -0.0708
H 0.3653 -1.2403 0.4682
H -1.2657 0.1667 0.6332
H 0.6853 0.8247 -0.3168
H -0.6637 -0.5333 -1.1438
O -1.3757 0.6557 3.7892
H -1.6137 1.5137 3.9942
H -1.1797 0.6797 2.8402
O -3.3047 1.6377 -0.5178
H -3.9307 1.5397 -1.3078
H -2.6197 1.0007 -0.5558
O -1.6197 -3.4603 0.8962
H -1.2797 -2.5543 0.9222
H -2.5977 -3.3463 0.7802
O 0.1543 -0.3783 -4.1888
H -0.0837 -0.1823 -5.0898
H -0.4177 -0.1043 -3.3778
O 1.9363 0.4737 2.4742
H 1.3723 -0.0103 1.8712
H 1.3693 1.2887 2.6042
O 2.4943 -0.4463 -2.3708
H 1.7953 -0.1953 -1.8108
H 2.0053 -0.6133 -3.2378
O 3.7603 1.2347 0.9542
H 3.2193 1.1277 0.1062
H 3.0053 1.0697 1.6552

Forces on atoms 1 to 3 (eV/Å):
0.55 -0.28 0.53
-0.62 1.57 -0.51
1.24 0.02 -0.39

---

[3]
Here is a molecular structure, C21H16MgN6OS from the Open Molecules 2025 dataset. Energies are from ωB97M-V/def2-TZVPD.

**Energy above the lowest of the compared OMol25 structures with the same formula, charge and spin**: 1.1081 eV
**Molar mass**: 424.77 g mol⁻¹
**LUMO level**: -0.48 eV
**Electronic energy**: -1811.90407 hartree

Atoms and positions in Å:
Mg -0.1449 0.5884 0.2746
N 1.7750 -3.2877 -0.7036
C 0.8994 -4.1863 -1.3182
C 1.0660 -5.4869 -1.7698
C -0.0405 -6.0845 -2.3431
C -1.2631 -5.4115 -2.4617
C -1.4211 -4.1153 -2.0090
C -0.3171 -3.5033 -1.4289
N -0.1831 -2.2192 -0.8896
C 1.0347 -2.1707 -0.4970
C 2.7223 -0.7228 0.5362
C 3.8827 -1.4242 0.5483
S 5.0674 -0.4401 1.3102
C 3.9175 0.7931 1.5402
N 2.7313 0.5077 1.0861
H 2.7331 -3.4583 -0.4762
H 2.0080 -6.0121 -1.6828
H 0.0401 -7.0985 -2.7109
H -2.0988 -5.9230 -2.9194
H -2.3602 -3.5870 -2.0977
H 4.1582 -2.3990 0.1947
H 4.1552 1.7304 2.0216
C 1.6157 6.0182 1.6162
C 0.2260 5.9976 1.5870
C -0.4796 4.8443 1.2887
C 0.1893 3.6378 1.0060
C 1.5902 3.6773 1.0340
C 2.2858 4.8378 1.3313
N -0.4668 2.4514 0.6993
N -1.8589 2.6538 0.6509
C -2.5990 1.6384 0.3384
C -4.0363 1.8404 0.2797
C -4.8651 0.8298 -0.0378
C -4.3189 -0.4685 -0.3205
C -2.9779 -0.6240 -0.2574
N -2.0883 0.3633 0.0539
H 2.1573 6.9258 1.8478
H -0.3295 6.9036 1.8006
H -1.5571 4.8509 1.2710
H 2.1361 2.7768 0.8047
H 3.3713 4.8178 1.3350
H -4.3885 2.8377 0.5036
H -5.9354 0.9908 -0.0785
H -4.9522 -1.3060 -0.5751
H -2.5277 -1.5876 -0.4591
O 1.4475 -0.9963 0.0761

Forces on atoms 1 to 3 (eV/Å):
0.10 -0.06 -0.01
-0.05 -0.01 -0.01
-0.14 -0.06 -0.07

---

[4]
Here is a molecular structure, C5H25N2O7 in a non-equilibrium geometry from the Open Molecules 2025 dataset. Energies are from ωB97M-V/def2-TZVPD.

**Energy above the lowest of the compared OMol25 structures with the same formula, charge and spin**: 1.9533 eV
**Molar mass**: 225.26 g mol⁻¹
**Net charge**: -1
**LUMO level**: 3.03 eV
**Electronic energy**: -841.69002 hartree

Atoms and positions in Å:
N -0.3448 2.3624 -0.3632
C -0.9955 1.0725 -0.4415
C 0.0295 0.0000 -0.9415
C -1.6792 0.5422 0.8311
N -1.4946 -0.9374 1.0268
C -1.2293 -1.3032 2.4160
C 0.2900 -1.3404 2.7988
O 0.6635 0.0039 3.0482
H 0.1340 2.5531 0.4974
H 0.2216 2.6342 -1.1479
H -1.7372 1.1460 -1.2352
H -0.5479 -0.7057 -1.5548
H 0.7350 0.4561 -1.6421
H 0.6039 -0.5883 -0.2446
H -2.7547 0.6331 0.8762
H -1.2596 0.9875 1.7396
H -0.8057 -1.2939 0.3880
H -1.5834 -2.3381 2.4324
H -1.7769 -0.6664 3.1025
H 0.7562 -1.7695 1.9007
H 0.7025 -1.9032 3.6489
H 2.8124 0.7399 0.3678
H 4.2370 0.4249 -0.4232
O 3.3739 0.6356 -0.7793
H -2.0380 2.1611 -2.5581
H -1.2196 2.2370 -3.8396
O -2.1233 2.2724 -3.5132
H -3.9571 -0.1385 -0.1169
H -3.2427 -0.3050 -1.3459
O -4.0189 0.1794 -1.0236
H 1.3050 -2.5888 -1.1066
H 0.2552 -3.6500 -0.9897
O 0.5507 -2.8631 -0.5524
H 2.9955 -1.0063 -3.3411
H 3.1864 -0.5526 -1.8430
O 3.1866 -1.3462 -2.4625
H 1.3696 0.3977 2.4261
H 2.3641 1.7737 1.5077
O 2.5153 0.8192 1.4933

Forces on atoms 1 to 3 (eV/Å):
-1.17 1.11 0.92
1.60 -1.28 -0.50
-0.80 0.42 -1.63

---

[5]
Here is a molecular structure, C47H55BGeN7OsS4 in a non-equilibrium geometry from the Open Molecules 2025 dataset. Energies are from ωB97M-V/def2-TZVPD.

**<S²>**: 6.02
**2S+1**: 5
**Energy above the lowest of the compared OMol25 structures with the same formula, charge and spin**: 0.0000 eV
**Molar mass**: 1119.93 g mol⁻¹
**Net charge**: +1
**LUMO level (alpha / beta)**: -3.18 / -4.18 eV
**Electronic energy**: -5992.27868 hartree

Atoms and positions in Å:
Os 1.5374 0.6156 -1.7801
C 0.8364 -3.0230 2.6314
C -0.0262 -2.5436 1.5092
C -1.0941 -3.2725 1.0422
C -1.8401 -2.7757 -0.0341
N -1.5473 -1.6354 -0.5953
N -0.5244 -0.8981 -0.1347
B -0.4010 0.4781 -0.7998
N -1.5215 0.6768 -1.8570
N -2.7534 0.8827 -1.3423
C -3.7284 1.1988 -2.1539
C -3.4955 1.4626 -3.5150
C -2.2614 1.2052 -4.0496
C -1.8942 1.4814 -5.4737
C -1.2887 0.6993 -3.1583
S 0.2306 0.1096 -3.7133
C -5.1121 1.3184 -1.5449
C -6.0929 0.4727 -2.3631
C -5.1072 0.8295 -0.1033
C -5.5539 2.7876 -1.5948
N -0.6321 1.5468 0.2931
N -1.3612 1.1349 1.3389
C -1.6993 1.9807 2.2726
C -1.2762 3.3301 2.2247
C -0.5210 3.7548 1.1667
C 0.0339 5.1354 1.0373
C -0.2154 2.8075 0.1551
S 0.6659 3.2231 -1.2366
C -2.5391 1.4229 3.4021
C -2.8304 -0.0595 3.1657
C -3.8580 2.1904 3.4957
C -1.7660 1.5888 4.7198
C 0.2366 -1.3164 0.8738
S 1.5708 -0.3710 1.5071
C -3.0412 -3.5207 -0.5733
C -2.6179 -4.9402 -0.9824
C -4.0986 -3.5903 0.5335
C -3.6032 -2.7916 -1.7806
H 0.5193 -4.0313 2.9605
H 0.7831 -2.3407 3.5091
H 1.9015 -3.0774 2.3211
H -1.3518 -4.2302 1.5159
H -4.3007 1.8747 -4.1502
H -2.6968 2.0712 -5.9600
H -1.7444 0.5302 -6.0401
H -0.9337 2.0539 -5.5150
H -5.7593 -0.5881 -2.4224
H -6.2039 0.8447 -3.4013
H -7.1014 0.4911 -1.8826
H -4.9015 -0.2665 -0.0370
H -6.1006 1.0190 0.3619
H -4.3090 1.3394 0.4737
H -5.6526 3.1547 -2.6418
H -4.8282 3.4521 -1.0777
H -6.5433 2.8979 -1.0975
H -1.5336 4.0274 3.0369
H -0.0363 5.6877 1.9915
H -0.5097 5.7078 0.2525
H 1.0945 5.0861 0.7052
H -3.4015 -0.2272 2.2340
H -3.4248 -0.4629 4.0105
H -1.8943 -0.6534 3.0834
H -4.4379 2.1030 2.5537
H -3.7121 3.2723 3.7186
H -4.4832 1.7538 4.3099
H -0.7886 1.0535 4.6709
H -2.3512 1.1567 5.5615
H -1.5578 2.6552 4.9581
H -2.2417 -5.5399 -0.1183
H -1.8129 -4.9030 -1.7477
H -3.4858 -5.4824 -1.4275
H -3.7104 -4.0897 1.4486
H -4.9952 -4.1586 0.1855
H -4.4416 -2.5657 0.8181
H -2.8534 -2.7377 -2.6048
H -3.8869 -1.7492 -1.5257
H -4.5091 -3.3090 -2.1601
S 3.2000 1.5424 -3.2279
C 2.2113 2.6232 -3.9732
N 1.4931 3.3829 -4.5409
C 2.3316 0.5901 0.1518
Ge 4.2583 -0.1871 0.2234
C 5.4401 0.5893 -1.1584
C 6.0352 -0.2653 -2.0879
C 6.8492 0.2283 -3.0944
C 7.0940 1.5942 -3.1816
C 6.5286 2.4554 -2.2510
C 5.7043 1.9589 -1.2488
C 3.9719 -2.1025 -0.1872
C 4.8532 -3.1030 0.2348
C 4.6087 -4.4370 -0.0782
C 3.4816 -4.7957 -0.8117
C 2.6058 -3.8100 -1.2462
C 2.8621 -2.4828 -0.9422
C 4.9234 0.1179 2.0637
C 4.9653 -0.9006 3.0156
C 5.4526 -0.6565 4.2946
C 5.8885 0.6097 4.6454
C 5.8382 1.6411 3.7155
C 5.3645 1.3923 2.4349
H 2.4265 1.6239 0.5346
H 5.8530 -1.3411 -2.0227
H 7.2899 -0.4648 -3.8191
H 7.7168 1.9869 -3.9923
H 6.7146 3.5316 -2.3055
H 5.2375 2.6595 -0.5421
H 5.7545 -2.8374 0.8072
H 5.3148 -5.2027 0.2562
H 3.2949 -5.8447 -1.0627
H 1.7204 -4.0712 -1.8333
H 2.1903 -1.6942 -1.3366
H 4.6217 -1.9134 2.7606
H 5.5014 -1.4747 5.0170
H 6.2762 0.7862 5.6507
H 6.1725 2.6463 3.9784
H 5.3410 2.2097 1.7055

Forces on atoms 1 to 3 (eV/Å):
0.40 0.85 0.23
0.38 -0.32 0.62
-0.43 -0.71 0.11